The following is a DFT calculation (wB97M-V/def2-TZVPD) of an isolated molecule of C5H10N2.

```
17
Properties=species:S:1:pos:R:3:forces:R:3
C 2.199761 -0.941855 1.079977 0.36 0.16 -0.66
C -1.652775 1.313932 0.390565 0.15 -0.21 -0.04
C 1.046449 -0.448775 0.268091 -1.96 -0.96 1.09
C -0.692608 0.694431 -0.588931 1.94 3.66 -0.05
N -0.088100 -1.302413 0.087375 0.20 -2.63 0.60
C -0.895182 0.752917 -1.916416 0.54 -0.34 0.84
N 0.765081 0.749328 0.012992 -1.88 0.09 -2.04
H -0.168999 -2.126754 0.671982 0.55 0.01 0.22
H -0.420500 -1.594519 -0.822770 0.48 0.61 -0.11
H 2.746068 -1.710030 0.526437 0.01 0.02 0.13
H 2.865723 -0.109896 1.294781 0.03 -0.01 0.02
H 1.858588 -1.373184 2.018095 -0.15 -0.04 0.04
H -2.662220 1.333323 -0.015134 -0.06 -0.12 0.03
H -1.641293 0.781708 1.342961 -0.08 -0.03 -0.05
H -1.351854 2.343693 0.586091 0.11 0.00 0.04
H -1.738365 1.285001 -2.326184 -0.51 -0.50 0.02
H -0.169773 0.353094 -2.609913 0.27 0.31 -0.09
```
Positions in Å, forces in eV/Å.

The net charge is 0. The SMILES is C=C(C)/N=C(/C)N. The LUMO energy comes out at 0.91 eV. The energy above the lowest of the compared OMol25 structures with the same formula, charge and spin comes out at 193.0 kJ/mol. As for the spin multiplicity: 1. The HOMO energy is -8.58 eV.


The following is a DFT calculation (wB97M-V/def2-TZVPD) of an isolated molecule of C5H10N2.

```
17
Properties=species:S:1:pos:R:3:forces:R:3
C 0.605150 -0.117737 0.996138 2.69 -2.52 0.47
C -1.148711 0.051432 -2.982481 0.10 0.32 0.09
C -0.549771 -0.566504 1.849978 -0.80 0.90 -0.78
C 1.668774 0.676082 1.686429 0.06 -0.01 0.03
N 0.973926 -0.748732 -0.127810 0.94 1.43 1.77
N 0.008642 -0.402098 -2.263785 0.55 -1.16 -0.11
C 0.054327 -0.371474 -1.007408 -3.17 2.37 0.01
H -0.621936 0.440999 -0.385464 -0.39 -1.34 -1.89
H -0.820330 0.699583 -3.797709 -0.11 0.02 0.00
H -1.660634 -0.800179 -3.440191 0.03 0.04 0.08
H -1.864284 0.602924 -2.355281 -0.01 -0.02 0.02
H 2.258387 -0.004472 2.305218 0.00 0.01 0.16
H 2.347122 1.125196 0.962849 -0.11 -0.06 -0.01
H -1.144525 0.290824 2.170510 -0.05 -0.07 0.22
H -1.195401 -1.267864 1.325797 0.07 0.04 -0.06
H -0.150416 -1.058373 2.741073 0.21 0.13 -0.11
H 1.239676 1.450393 2.322140 -0.02 -0.07 0.11
```
Positions in Å, forces in eV/Å.

The net charge is 0. The SMILES is C/N=C/N=C(C)C. The LUMO energy comes out at -0.27 eV. The energy above the lowest of the compared OMol25 structures with the same formula, charge and spin comes out at 301.4 kJ/mol. As for the spin multiplicity: 1. The HOMO energy is -8.28 eV.


The following is a DFT calculation (wB97M-V/def2-TZVPD) of a cluster of 2 separate species, C5H10N2 in total.

```
17
Properties=species:S:1:pos:R:3:forces:R:3
C 0.338089 -0.911541 1.626155 -0.51 0.36 0.12
C 0.339814 1.057076 -0.052914 0.59 -0.64 -0.78
C -0.000746 -0.343908 0.266754 0.94 0.64 0.34
N 1.521641 1.533007 0.523002 -0.06 0.18 0.22
N -0.695179 -1.666287 -1.731123 -1.55 0.18 0.31
C -0.737417 -1.074928 -0.561244 -3.52 -1.46 0.47
C -0.346476 1.780974 -0.952409 -0.27 0.24 0.35
H 1.788260 1.123624 1.403534 -0.08 -0.02 0.00
H 1.597544 2.538825 0.541130 0.00 -0.02 0.01
H 0.184391 -1.603811 -2.255809 -0.76 -0.18 -0.55
H -1.766222 -1.952915 -1.798466 2.91 0.21 -1.67
H -2.162406 -1.516110 -0.387131 2.22 0.66 1.17
H -0.008061 -0.246102 2.420650 0.03 -0.05 0.20
H -0.119737 -1.888750 1.771047 -0.06 0.01 0.00
H 1.417074 -1.049811 1.736866 -0.01 0.00 -0.06
H -1.235877 1.398099 -1.425525 -0.07 -0.08 0.06
H -0.114693 2.822558 -1.124517 0.20 0.00 -0.17
```
Positions in Å, forces in eV/Å.

The net charge is 0. The LUMO energy comes out at 0.81 eV. The energy above the lowest of the compared OMol25 structures with the same formula, charge and spin comes out at 454.9 kJ/mol. As for the spin multiplicity: 1. The HOMO energy is -6.80 eV.


The following is a DFT calculation (wB97M-V/def2-TZVPD) of a cluster of 2 separate species, C5H10N2 in total.

```
17
Properties=species:S:1:pos:R:3:forces:R:3
C 1.554548 0.217304 -0.161449 0.42 -0.15 -0.23
C 0.057491 0.903972 1.709458 0.14 -0.14 -0.03
C -0.821861 1.700677 -1.425026 0.09 -0.03 0.06
C 0.038766 -2.183479 -0.515949 0.20 -0.27 -0.07
C 0.423698 -0.025539 0.593808 -0.90 0.49 0.32
N 2.524464 0.421941 -0.761640 0.29 0.07 -0.19
N -0.269912 -1.191970 0.478419 -0.11 0.02 0.18
H 0.481528 0.553142 2.654497 -0.02 0.01 0.06
H 0.443227 1.900406 1.512373 -0.03 0.03 0.01
H -1.024930 0.960528 1.824957 -0.06 0.04 0.00
H -1.648943 1.969918 -0.804645 -0.31 0.05 0.28
H -0.953135 0.950414 -2.174399 -0.04 -0.35 -0.22
H -0.011991 2.388406 -1.537053 0.34 0.21 0.03
H 0.760873 -2.907278 -0.124462 -0.03 0.00 -0.13
H -0.864916 -2.715884 -0.806857 0.02 0.03 -0.01
H 0.477433 -1.709425 -1.396447 -0.08 -0.05 -0.02
H -1.166344 -1.233129 0.934416 0.11 0.04 -0.04
```
Positions in Å, forces in eV/Å.

The net charge is 0. The LUMO energy (spin up / spin down) comes out at 0.39 / 0.34 eV. The energy above the lowest of the compared OMol25 structures with the same formula, charge and spin comes out at 339.9 kJ/mol. As for the spin multiplicity: 1. The HOMO energy (spin up / spin down) is -8.58 / -6.84 eV.


The following is a DFT calculation (wB97M-V/def2-TZVPD) of a structure of composition C5H10N2O.

```
18
Properties=species:S:1:pos:R:3:forces:R:3
C 0.674451 -0.136593 0.311003 -2.10 1.47 0.84
C -0.494039 -1.233253 0.794749 4.07 -0.62 -4.81
C -1.547246 0.535545 -0.586016 2.49 0.46 1.60
C -0.041701 0.303302 -0.940129 -0.63 0.83 -3.49
C 1.924185 0.352182 -0.570790 1.48 -5.02 -1.61
H -0.084512 0.782841 2.140320 0.54 0.63 -2.84
H 1.315142 1.262829 1.884566 -0.16 -0.19 -1.87
H -0.264552 -1.514981 1.753288 -0.65 -0.24 2.79
H -0.329748 -2.098675 0.124360 0.58 -0.29 0.81
H -2.332405 -1.395865 -0.183346 1.68 1.49 1.08
H -1.586881 1.445560 0.101321 -0.48 -0.89 -1.42
H -2.196548 0.491287 -1.463626 -0.04 0.28 0.49
H 0.044165 -0.298401 -2.013178 -0.46 0.22 3.14
H 1.947842 -0.480006 -1.418626 0.61 1.06 1.63
H 3.162348 0.268388 -0.229564 -3.79 1.85 -0.59
N 0.489748 1.114198 1.236340 -0.49 -2.02 4.24
N -1.682589 -0.677122 0.273181 -3.96 -0.18 -0.57
O 1.002340 1.278763 -1.213854 1.32 1.17 0.59
```
Positions in Å, forces in eV/Å.

The net charge is 0. The LUMO energy comes out at 0.88 eV. The energy above the lowest of the compared OMol25 structures with the same formula, charge and spin comes out at 672.4 kJ/mol. As for the spin multiplicity: 1. The HOMO energy is -8.60 eV.


The following is a DFT calculation (wB97M-V/def2-TZVPD) of a cluster of 2 separate species, C5H10N2O in total.

```
18
Properties=species:S:1:pos:R:3:forces:R:3
C -2.650330 -0.905813 0.215575 -0.62 0.15 0.50
C 3.083152 -0.297350 -0.149884 0.23 -0.46 -0.17
C -3.703645 0.139755 -0.015653 0.08 0.00 0.03
C -1.559611 -1.003748 -0.483801 0.46 -0.22 -0.33
C 1.456633 1.372513 0.182917 0.09 0.28 0.22
O 3.979748 0.381473 0.680447 0.11 0.28 0.22
N 1.777515 0.263357 -0.305292 -0.27 -0.16 -0.31
N -0.632068 -1.202130 -1.239781 -0.12 -0.30 -0.50
H 3.669744 0.336201 1.592333 0.05 -0.07 -0.04
H -2.820893 -1.608849 1.016857 0.17 -0.15 0.06
H 0.275554 -0.764515 -1.089351 0.09 0.24 0.35
H 3.539065 -0.319660 -1.146048 -0.04 -0.05 0.17
H 2.932681 -1.338927 0.175153 0.09 0.20 -0.04
H -4.662504 -0.329721 -0.237365 -0.06 0.05 -0.03
H -3.429989 0.779862 -0.850691 -0.07 0.09 -0.04
H -3.829767 0.758020 0.874595 -0.07 0.08 -0.05
H 2.126603 2.015496 0.756663 0.10 -0.10 0.00
H 0.448113 1.724037 0.023325 -0.24 0.11 -0.04
```
Positions in Å, forces in eV/Å.

The net charge is 0. The SMILES is CC=C=N.C=NCO. The LUMO energy comes out at 0.65 eV. The energy above the lowest of the compared OMol25 structures with the same formula, charge and spin comes out at 265.9 kJ/mol. As for the spin multiplicity: 1. The HOMO energy is -8.07 eV.


The following is a DFT calculation (wB97M-V/def2-TZVPD) of an isolated molecule of C5H10N2O.

```
18
Properties=species:S:1:pos:R:3:forces:R:3
C 0.070400 0.733924 1.909800 -0.77 0.07 -0.24
C 0.985064 -1.475059 1.097348 0.38 -0.02 -0.46
C -1.238026 0.712432 -0.820503 -0.76 -0.34 0.72
C 0.130981 0.177169 -0.576378 -0.67 -0.04 1.95
C 0.316300 -0.177451 0.737987 1.23 0.02 -0.80
N -1.651447 0.746717 -2.126109 0.53 0.39 0.45
N 0.905263 -0.301098 -1.641690 0.29 -0.18 -0.57
O -2.023609 0.873062 0.118572 0.37 0.71 -1.23
H -1.062263 0.312220 -2.823157 -0.71 0.23 -0.07
H -2.618158 1.005285 -2.262500 0.23 -0.33 -0.32
H 1.892436 -0.317810 -1.392720 -0.36 -0.08 -0.13
H 0.809869 0.289194 -2.468008 0.14 -0.26 0.34
H -0.265688 1.727334 1.600840 -0.05 -0.30 0.07
H -0.662634 0.311442 2.599755 -0.02 0.07 0.09
H 1.944822 -1.337079 1.597420 0.03 -0.09 0.18
H 1.141996 -2.119341 0.226487 0.02 0.17 0.04
H 0.313323 -2.030172 1.764081 0.14 0.20 0.10
H 1.011373 0.869231 2.458775 -0.02 -0.23 -0.12
```
Positions in Å, forces in eV/Å.

The net charge is 0. The SMILES is CC(C)=C(N)C(N)=O. The LUMO energy comes out at 0.86 eV. The energy above the lowest of the compared OMol25 structures with the same formula, charge and spin comes out at 107.0 kJ/mol. As for the spin multiplicity: 1. The HOMO energy is -7.70 eV.


Copy entry 3 word for word.
The following is a DFT calculation (wB97M-V/def2-TZVPD) of a cluster of 2 separate species, C5H10N2 in total.

```
17
Properties=species:S:1:pos:R:3:forces:R:3
C 0.338089 -0.911541 1.626155 -0.51 0.36 0.12
C 0.339814 1.057076 -0.052914 0.59 -0.64 -0.78
C -0.000746 -0.343908 0.266754 0.94 0.64 0.34
N 1.521641 1.533007 0.523002 -0.06 0.18 0.22
N -0.695179 -1.666287 -1.731123 -1.55 0.18 0.31
C -0.737417 -1.074928 -0.561244 -3.52 -1.46 0.47
C -0.346476 1.780974 -0.952409 -0.27 0.24 0.35
H 1.788260 1.123624 1.403534 -0.08 -0.02 0.00
H 1.597544 2.538825 0.541130 0.00 -0.02 0.01
H 0.184391 -1.603811 -2.255809 -0.76 -0.18 -0.55
H -1.766222 -1.952915 -1.798466 2.91 0.21 -1.67
H -2.162406 -1.516110 -0.387131 2.22 0.66 1.17
H -0.008061 -0.246102 2.420650 0.03 -0.05 0.20
H -0.119737 -1.888750 1.771047 -0.06 0.01 0.00
H 1.417074 -1.049811 1.736866 -0.01 0.00 -0.06
H -1.235877 1.398099 -1.425525 -0.07 -0.08 0.06
H -0.114693 2.822558 -1.124517 0.20 0.00 -0.17
```
Positions in Å, forces in eV/Å.

The net charge is 0. The LUMO energy comes out at 0.81 eV. The energy above the lowest of the compared OMol25 structures with the same formula, charge and spin comes out at 454.9 kJ/mol. As for the spin multiplicity: 1. The HOMO energy is -6.80 eV.


Question: Which value of energy above the lowest of the compared OMol25 structures with the same formula, charge and spin does entry 2 give?
Answer: 301.4 kJ/mol


Question: Look up the spin multiplicity of the second one.
Answer: 1


Question: spin multiplicity of number 6 (C5H10N2O)?
Answer: 1